C14H21Cl2N2O4PPr as an isolated structure at a distorted geometry. Source: the Open Molecules 2025 dataset; level of theory: ωB97M-V/def2-TZVPD.

Each line ends with the Mulliken spin population.
CARTESIAN COORDINATES (ANGSTROEM)
C -0.5351 2.5547 -1.8810  -0.002
C -0.0977 1.2997 -2.6323  0.006
N -0.1421 0.1182 -1.9726  0.005
C 0.1597 -1.0105 -2.6497  -0.013
C 0.4986 -0.9695 -4.0052  0.007
C 0.4788 0.2297 -4.7088  -0.001
C 0.1443 1.3881 -4.0041  0.006
C 0.0384 -2.3963 -2.0330  0.106
P 0.2673 -2.5172 -0.1724  0.496
H 0.0235 2.3588 -4.4784  0.001
H 0.7914 -1.9005 -4.4906  0.002
H 0.7170 0.2624 -5.7731  0.000
C 1.4366 3.2255 -0.6215  0.002
C -0.7531 3.5744 0.3503  0.001
H 0.8041 -3.0245 -2.4917  0.016
H -1.6347 2.5457 -1.7998  -0.001
H -0.2461 3.4291 -2.4875  0.001
C 1.9025 -3.3764 -0.0967  0.034
C -0.8395 -3.9363 0.1640  0.054
H 2.1038 -3.6294 0.9574  0.002
H 1.9169 -4.3043 -0.6926  0.030
H 2.6974 -2.7022 -0.4459  -0.004
H -1.0445 -3.9485 1.2417  0.006
H -1.7864 -3.7885 -0.3720  -0.003
H -0.3866 -4.8955 -0.1241  0.029
H -0.7091 4.6310 0.0196  0.001
H -1.7906 3.2119 0.3769  0.000
H -0.3367 3.5180 1.3706  0.000
H 1.4149 4.2406 -1.0500  0.001
H 1.8797 3.2787 0.3805  0.001
H 2.0585 2.5780 -1.2495  -0.001
C -0.2987 -1.0179 3.2207  0.009
O -0.3337 -1.1891 4.3519  0.000
Pr -0.1029 0.4457 0.6472  2.087
O -2.2576 0.8892 0.7658  -0.014
H -0.9200 -2.8159 -2.3181  0.012
H -3.0356 0.4463 0.3613  0.002
N 0.0590 2.6983 -0.5287  0.025
Cl 5.0880 -1.0838 0.5502  0.004
C 4.3243 0.4836 0.9976  0.006
Cl 4.8553 1.8520 -0.0114  -0.001
C 2.7844 0.3903 0.9417  0.005
O 2.0458 0.8102 1.9093  0.014
O 2.3034 -0.0635 -0.1447  0.070
H 4.5800 0.7024 2.0323  0.001

Cartesian forces (eV/Å) of the 3 atoms listed first:
0.108 0.157 -0.060
-0.618 -0.048 -0.087
0.371 -0.411 0.128

Summary:
Multiplicity = 4
ΔE to the lowest compared entry with this formula, charge and spin = 0.0 kJ/mol
Frontier orbital gap (alpha / beta) = 9.34 / 4.10 eV
Molar mass = 524.1 g mol⁻¹
Max |F| = 5.02 eV Å⁻¹
Total charge = +2
LUMO energy (alpha / beta) = -6.74 / -11.94 eV

One molecule with the formula C14H21ClN2O4S. Source: the Open Molecules 2025 dataset; level of theory: ωB97M-V/def2-TZVPD.

Each line ends with the natural charge from an NBO analysis.
CARTESIAN COORDINATES (ANGSTROEM)
C 1.8636 4.3517 1.9969  -0.606
C 2.5695 4.0836 0.6736  -0.392
H 3.6197 4.3681 0.7541  0.205
C 2.4975 2.6073 0.2717  -0.060
N 1.1127 2.2195 0.0577  -0.604
C 0.5698 1.1562 0.6746  0.685
O 1.0933 0.5793 1.6045  -0.636
C -0.8430 0.7819 0.1862  -0.299
N -0.9538 -0.5850 -0.2733  -0.681
S -0.0271 -0.9539 -1.6260  2.325
O 0.3643 -2.3259 -1.6084  -0.920
O 1.0031 0.0423 -1.7330  -0.965
C -1.1592 -0.6361 -3.0081  -0.864
H -1.1519 0.4288 -3.1965  0.235
H -2.1415 -0.9892 -2.7333  0.258
H -0.7775 -1.1748 -3.8654  0.248
C -1.2982 -1.6265 0.5994  0.100
C -0.9808 -1.6011 1.9490  -0.196
C -1.3435 -2.6625 2.7629  -0.069
C -1.9923 -3.7671 2.2462  -0.216
C -2.3053 -3.7967 0.8969  -0.275
C -1.9900 -2.7299 0.0682  0.301
O -2.3446 -2.6548 -1.2490  -0.521
C -2.6478 -3.8603 -1.9183  -0.250
H -1.8549 -4.5973 -1.7728  0.194
H -2.7128 -3.6057 -2.9751  0.196
H -3.6072 -4.2727 -1.5890  0.177
H -2.8167 -4.6598 0.5030  0.223
H -2.2516 -4.5974 2.8830  0.228
Cl -0.9521 -2.6062 4.4421  0.007
H -0.4119 -0.7771 2.3507  0.262
H -1.1417 1.4282 -0.6437  0.202
H -1.5428 0.9185 1.0150  0.244
H 0.7119 2.5302 -0.8132  0.393
C 3.3063 2.3198 -0.9902  -0.618
H 3.0450 3.0250 -1.7777  0.195
H 4.3703 2.4037 -0.7880  0.214
H 3.0849 1.3139 -1.3387  0.239
H 2.8567 1.9839 1.0962  0.231
H 2.1178 4.6912 -0.1148  0.189
H 2.3180 3.7670 2.7926  0.209
H 0.8141 4.0751 1.9309  0.206
H 1.9294 5.4050 2.2591  0.208

Cartesian forces (eV/Å) of the 3 atoms listed first:
0.121 0.057 -0.201
-0.083 -0.304 0.279
0.052 0.048 -0.092

Summary:
ΔE to the lowest compared entry with this formula, charge and spin = 4.6 kJ/mol
Frontier orbital gap = 8.80 eV
Molar mass = 348.9 g mol⁻¹
Max |F| = 0.97 eV Å⁻¹
Total charge = 0
LUMO energy = 0.46 eV

A 2-piece molecular cluster, C14H21ClO4PSi overall at a distorted geometry. Source: the Open Molecules 2025 dataset; level of theory: ωB97M-V/def2-TZVPD.

Each line ends with the natural charge from an NBO analysis.
CARTESIAN COORDINATES (ANGSTROEM)
C 3.6535 -3.5782 -0.2961  -0.435
C 3.8470 -2.3246 -1.1307  -0.223
C 2.7532 -1.1124 -0.7992  -0.120
C 3.1362 0.3095 -0.5146  -0.306
P 5.0095 0.7180 -0.6078  1.028
C 5.7391 1.1858 1.0990  -0.983
O 5.2069 2.1694 -1.5978  -0.955
C 1.9396 1.3957 -0.1494  0.496
O 2.2907 2.6979 -0.1139  -0.494
C 0.3670 0.9459 0.2026  0.009
C -0.7140 2.0079 0.8419  -0.463
C -2.2097 1.3251 1.1429  -0.088
O -2.8952 1.2464 -0.1555  -0.878
Si -4.1694 0.0400 -0.1783  1.884
C -4.7036 -0.1283 -2.0613  -1.144
C -3.6506 -1.7211 0.3992  -1.183
C -5.7694 0.5098 0.7821  -1.169
C 0.0585 -0.5026 -0.1243  -0.292
C 1.1728 -1.5428 -0.7899  0.516
O 0.7092 -2.7059 -1.3214  -0.569
H 3.7490 -3.4804 0.8889  0.214
H 3.3509 -4.6173 -0.7703  0.215
H 4.6638 -2.2252 -1.9693  0.239
H 5.2277 2.1347 1.5935  0.322
H 6.8690 1.5184 0.9026  0.214
H 5.8138 0.2708 1.8404  0.260
H 5.0757 1.8016 -2.5423  0.478
H -0.3130 2.5586 1.8209  0.266
H -0.8811 2.8726 0.0490  0.248
H -2.0738 0.2874 1.6693  0.182
H -2.7823 2.0524 1.8968  0.187
H -4.5879 -1.2540 -2.3742  0.239
H -5.7930 0.2627 -2.2311  0.235
H -3.9453 0.4817 -2.7457  0.256
H -4.5518 -2.4846 0.3824  0.254
H -3.0824 -1.7054 1.4261  0.245
H -2.8804 -2.1387 -0.4120  0.256
H -5.6119 0.6953 1.9431  0.245
H -6.4893 -0.4403 0.7191  0.239
H -6.3461 1.3794 0.2499  0.244
H -0.9935 -0.9587 0.1033  0.230
Cl 3.8107 2.0536 2.9321  -0.900

Cartesian forces (eV/Å) of the 3 atoms listed first:
0.412 2.688 -1.407
-1.815 -1.869 2.445
1.712 2.453 0.915

Summary:
Frontier orbital gap = 4.87 eV
Molar mass = 347.8 g mol⁻¹
Max |F| = 8.43 eV Å⁻¹
Total charge = -1
LUMO energy = 0.98 eV

A 2-piece molecular cluster, C14H21F12NO3 overall at a distorted geometry. Source: the Open Molecules 2025 dataset; level of theory: ωB97M-V/def2-TZVPD.

Each line ends with the natural charge from an NBO analysis.
CARTESIAN COORDINATES (ANGSTROEM)
C 3.7710 2.5518 -1.5989  -0.664
C 4.1272 1.0647 -1.6055  0.187
F 4.2116 0.6056 -2.9054  -0.361
C 3.1683 0.2108 -0.8161  -0.254
N 1.8630 0.0433 -1.5300  -0.516
C 1.5499 -1.3637 -1.9853  -0.253
C 0.4045 -1.9456 -1.1850  -0.101
O -0.8433 -1.8040 -1.7962  -0.506
C -1.4992 -0.5981 -1.4170  -0.173
C -1.6448 0.2956 -2.6175  0.603
F -0.4561 0.6760 -3.1120  -0.348
F -2.2082 -0.4316 -3.5823  -0.311
C -2.5735 1.5041 -2.3991  0.581
F -3.8119 1.0975 -2.3734  -0.285
F -2.4588 2.2691 -3.4820  -0.301
C -2.2182 2.3688 -1.1489  0.561
F -0.9900 2.1160 -0.6938  -0.318
F -2.2032 3.6379 -1.5392  -0.301
C -3.2502 2.2992 -0.0061  0.523
F -4.2982 3.0447 -0.3449  -0.317
F -3.5895 1.0556 0.2583  -0.300
H 2.7486 2.7285 -1.2797  0.209
H 3.9163 2.9466 -2.5965  0.246
H 4.4454 3.0935 -0.9494  0.240
H 5.1070 0.9693 -1.1521  0.189
H 2.9928 0.7295 0.1178  0.248
H 3.6466 -0.7271 -0.5688  0.238
H 1.1224 0.3329 -0.8881  0.463
H 1.8905 0.6408 -2.3576  0.450
H 1.3608 -1.4061 -3.0463  0.244
H 2.4111 -1.9962 -1.8219  0.222
H 0.5936 -3.0111 -1.1210  0.212
H 0.4356 -1.5622 -0.1700  0.227
H -0.9609 -0.1176 -0.6009  0.238
H -2.4758 -0.8623 -1.0265  0.240
H -2.8109 2.7252 0.8935  0.155
C -1.5345 -2.7883 4.5359  -0.646
C -2.0462 -1.3889 4.2159  -0.069
O -1.0434 -0.4119 4.0345  -0.567
C -0.3732 -0.3309 2.7526  0.329
O -1.1712 -0.3036 1.7103  -0.923
C 0.7166 -1.4208 2.5645  0.912
F 1.4276 -1.7043 3.6802  -0.337
F 1.5897 -0.9156 1.6512  -0.386
F 0.2999 -2.6007 2.0716  -0.338
H -0.6910 -2.7465 5.2258  0.209
H -2.3321 -3.3846 4.9859  0.201
H -1.2132 -3.3147 3.6403  0.208
H -2.6137 -1.0418 5.0842  0.167
H -2.7477 -1.4037 3.3771  0.183
H 0.2589 0.5750 2.9179  0.090

Cartesian forces (eV/Å) of the 3 atoms listed first:
0.005 -0.326 -0.300
0.183 0.984 0.495
-0.208 -0.373 -0.410

Summary:
Frontier orbital gap = 7.11 eV
Molar mass = 479.3 g mol⁻¹
Max |F| = 1.93 eV Å⁻¹
Total charge = 0
LUMO energy = -0.14 eV

C14H21F5GdIOP2 as an isolated structure at a distorted geometry. Source: the Open Molecules 2025 dataset; level of theory: ωB97M-V/def2-TZVPD.

Each line ends with the Mulliken spin population.
CARTESIAN COORDINATES (ANGSTROEM)
C 1.0765 -3.0902 -2.2448  0.006
I -1.5198 -2.8638 -1.9527  0.009
H 1.3337 -4.1139 -1.8561  -0.003
H 1.6707 -2.2673 -1.7408  -0.007
H 1.2892 -3.1401 -3.3342  0.001
Gd 0.1843 -0.7304 -1.0992  6.383
P 1.7412 -1.8226 1.2405  0.096
C 3.4205 -1.7452 0.4961  0.006
C 2.3101 -1.5820 2.9711  0.000
H 3.2808 -2.0856 3.1072  0.001
H 2.3977 -4.1363 1.7058  0.001
H 1.5954 -2.0092 3.6873  0.000
H 0.6364 -3.8662 1.9051  -0.001
H 3.7186 -0.6953 0.4020  -0.001
H 2.4443 -0.5123 3.1699  -0.001
C 1.5136 -3.6393 1.2777  0.000
H 4.1129 -2.2525 1.1771  -0.002
H 1.3430 -4.0142 0.2582  -0.001
H 3.4394 -2.2366 -0.4832  0.000
P -3.0488 0.0528 -0.5321  0.046
C -2.8944 0.8276 -2.1812  -0.006
C -4.4695 -1.0904 -0.9105  -0.003
H -4.6006 0.8766 1.1564  0.000
H -4.9621 1.5526 -0.4445  0.000
H -3.6137 2.2275 0.5107  -0.001
C -4.1488 1.3086 0.2530  0.001
H -4.6535 -1.6651 0.0037  0.000
H -5.3754 -0.5097 -1.1104  0.000
H -3.8879 1.1937 -2.4489  -0.003
H -2.5627 0.0811 -2.9130  0.007
H -4.2242 -1.7653 -1.7361  0.000
H -2.2022 1.6725 -2.1407  0.008
C 1.6161 1.2586 -2.3608  0.006
O 2.1225 2.1828 -2.8563  0.008
F -1.2037 3.0784 -0.9168  0.014
C -0.1417 3.0867 -0.0541  -0.081
C 0.6842 1.9667 0.0666  0.527
C 1.7950 2.2553 0.8454  -0.056
F 2.8312 1.3559 0.9444  0.001
C 2.0585 3.4674 1.5225  0.032
F 3.1989 3.5717 2.2418  0.006
C 1.1491 4.5101 1.4001  -0.020
F 1.3514 5.6736 2.0444  -0.001
C 0.0458 4.3253 0.5815  0.022
F -0.8519 5.3080 0.3479  0.006

Cartesian forces (eV/Å) of the 3 atoms listed first:
-0.415 -1.365 -0.648
2.213 -1.395 -0.729
-0.617 1.256 0.081

Summary:
Multiplicity = 8
ΔE to the lowest compared entry with this formula, charge and spin = 275.0 kJ/mol
Frontier orbital gap (alpha / beta) = 4.86 / 4.43 eV
Molar mass = 646.4 g mol⁻¹
Max |F| = 5.35 eV Å⁻¹
Total charge = +2
LUMO energy (alpha / beta) = -9.59 / -10.02 eV